ORCA calculation (ωB97M-V/def2-TZVPD) on an isolated molecule of C2H2N4O at a distorted geometry.

XYZ file:
```
9
Properties=species:S:1:pos:R:3:forces:R:3
N -0.2623 -1.0314 0.1301 1.0 -0.6 -0.6
H -0.7588 2.0928 0.5958 1.8 0.5 -0.2
C -0.8909 0.1088 -0.1254 0.8 -0.2 3.9
C -0.0864 1.2726 0.2781 0.2 -3.5 -4.2
N 1.8037 -0.2029 -0.1828 -0.4 3.4 -0.6
N 1.0862 -1.1463 0.1915 -2.6 -1.7 0.0
N 1.2555 1.0676 -0.1891 -2.5 1.1 2.5
O -2.2689 -0.0328 -0.1027 2.2 2.9 -0.6
H -2.4082 -0.9279 -0.3382 -0.4 -1.8 -0.2
```
Forces are in eV/Å.

Frontier orbital gap, eV: 9.43
LUMO level, Ha: -0.0356
Structure (SMILES): Oc1cnnnn1
Relative energy (zero: lowest compared OMol25 entry of this formula, charge and spin), kJ/mol: 270.2
Total energy, a.u.: -371.51746

ORCA calculation (ωB97M-V/def2-TZVPD) on a cluster of 2 separate species, C2H2N4O3 in total at a distorted geometry.

XYZ file:
```
11
Properties=species:S:1:pos:R:3:forces:R:3
O 1.6926 -0.5878 2.3691 -0.6 0.6 -1.4
N 0.0132 -0.1027 -1.6547 0.3 1.3 -2.5
N 0.9672 -0.2936 1.3998 -1.5 -3.0 1.6
C -1.5568 1.4449 -0.5431 -0.9 0.7 0.7
N 0.8463 0.7345 0.7929 -1.4 2.8 -3.8
C -0.4217 0.7127 -0.7605 3.5 -1.4 3.9
O 1.0689 -0.7802 -1.6312 -1.3 0.3 -0.2
H 0.2926 -2.0189 1.6696 -0.3 0.2 -0.4
O -0.0171 -1.3045 1.0690 1.2 -0.2 0.7
H -0.4820 0.1128 -2.6339 0.9 -1.1 1.9
N -2.4031 2.0828 -0.0770 0.2 -0.2 -0.5
```
Forces are in eV/Å.

Frontier orbital gap (spin up / spin down), eV: 8.74 / 8.74
LUMO level (spin up / spin down), Ha: -0.0591 / -0.0591
Relative energy (zero: lowest compared OMol25 entry of this formula, charge and spin), kJ/mol: 737.8
Total energy, a.u.: -521.82624

ORCA calculation (ωB97M-V/def2-TZVPD) on a structure of composition C2H2N4O3 at a distorted geometry.

XYZ file:
```
11
Properties=species:S:1:pos:R:3:forces:R:3
H 0.1887 0.3036 2.2417 -0.8 0.0 -0.6
O 1.5686 1.0878 0.5991 0.2 -1.1 -2.0
O -0.2940 -0.3783 1.7174 -0.3 -0.6 0.3
N -0.2694 -1.6786 -2.7448 0.1 0.6 0.1
O -2.3764 0.5509 1.7149 -0.7 -0.5 1.1
H 2.2986 -0.0889 -0.9330 -1.7 1.4 1.0
C 0.2770 0.0741 -1.0342 -2.6 1.6 5.0
N -1.4417 0.1887 1.0613 2.4 0.8 2.5
N -1.3540 0.3589 -0.1279 2.9 0.2 -5.9
C -0.0139 -0.8068 -2.0292 0.1 -2.0 -1.5
N 1.4166 0.3885 -0.4653 0.5 -0.5 0.1
```
Forces are in eV/Å.

Frontier orbital gap (spin up / spin down), eV: 8.75 / 8.75
LUMO level (spin up / spin down), Ha: -0.0569 / -0.0569
Relative energy (zero: lowest compared OMol25 entry of this formula, charge and spin), kJ/mol: 714.9
Total energy, a.u.: -521.83495

ORCA calculation (ωB97M-V/def2-TZVPD) on a structure of composition C2H2N4O3S2 at a distorted geometry.

XYZ file:
```
13
Properties=species:S:1:pos:R:3:forces:R:3
N 2.2688 -1.4737 -0.8099 0.3 0.1 1.5
H 1.6653 -1.3155 2.3906 -1.3 0.8 -1.2
S 1.1439 -2.9124 -2.7671 0.3 0.4 -1.8
O -1.2931 -1.7639 -0.7734 1.9 3.4 2.9
N 1.0740 -0.6435 1.8461 -0.3 -0.2 0.3
S 2.4287 -1.9620 -3.8422 -0.8 -1.4 1.2
N 3.4441 -1.2363 -2.8722 1.0 0.9 -2.0
N 1.4270 0.6041 1.9987 1.2 0.2 0.8
C 3.0343 -1.2569 -1.6509 -0.6 -0.1 0.9
O -2.2424 -3.4107 -1.9696 -1.7 -2.9 -1.6
C -1.8013 -2.6113 -1.3032 -0.2 -0.5 -1.2
H 0.2596 -0.7723 1.2088 0.9 -0.6 0.6
O 0.8172 1.4228 1.3603 -0.6 -0.1 -0.4
```
Forces are in eV/Å.

Frontier orbital gap, eV: 6.15
LUMO level, Ha: -0.1005
Relative energy (zero: lowest compared OMol25 entry of this formula, charge and spin), kJ/mol: 44.3
Total energy, a.u.: -1318.40560